1.
This record from the Open Molecules 2025 dataset describes a 2-piece molecular cluster, C2H8S2 overall. The level of theory is ωB97M-V/def2-TZVPD.

Values from the calculation:
E_LUMO: 0.0301 Eh
relative energy (zero: lowest compared OMol25 entry of this formula, charge and spin): 16.3 kcal per mole
2S+1: 1
SMILES: CCS.S
gap between HOMO and LUMO: 0.3596 Ha
HOMO: -0.329 Eh

Structure (XYZ):
```
12
C2H8S2 | the Open Molecules 2025 dataset | ωB97M-V/def2-TZVPD
C -1.0822 -1.2938 0.7197
C -2.3003 -0.3498 0.6824
S -1.7170 1.2780 -0.0567
H -0.4542 -1.2297 1.6090
H -0.5241 -1.3180 -0.2364
H -1.4369 -2.3443 0.7449
H -3.0762 -0.4942 -0.0634
H -2.5743 0.0322 1.6547
H -0.4656 1.4260 0.3774
S 3.1685 -0.4025 -0.5653
H 1.9675 -0.1649 -1.0983
H 3.8140 -0.1337 -1.6988
```

=====

2.
This record from the Open Molecules 2025 dataset describes a 2-piece molecular cluster, C2H8S4 overall. The level of theory is ωB97M-V/def2-TZVPD.

Values from the calculation:
E_LUMO: 0.0098 Eh
relative energy (zero: lowest compared OMol25 entry of this formula, charge and spin): 29.7 kcal per mole
2S+1: 1
SMILES: CSS.CSS
gap between HOMO and LUMO: 0.3252 Ha
HOMO: -0.315 Eh

Structure (XYZ):
```
14
C2H8S4 | the Open Molecules 2025 dataset | ωB97M-V/def2-TZVPD
C -1.8797 0.1076 -1.0521
S -1.7579 0.8972 0.5193
S -2.4537 -0.6263 1.7706
H -0.8120 0.2905 -1.6399
H -2.0603 -0.8903 -1.1141
H -2.6801 0.7178 -1.6376
H -1.6368 -1.6756 1.3255
C 1.7421 -0.6888 0.6562
S 3.0457 0.2870 0.0530
S 2.0005 1.6011 -1.2436
H 1.3101 -0.0340 1.4558
H 0.9481 -0.8502 -0.0281
H 2.2298 -1.5770 1.0396
H 2.0043 2.4410 -0.1046
```

=====

3.
This record from the Open Molecules 2025 dataset describes a 2-piece molecular cluster, C2H8SSi overall. The level of theory is ωB97M-V/def2-TZVPD.

Values from the calculation:
E_LUMO (alpha / beta): -0.0769 / -0.0710 Eh
relative energy (zero: lowest compared OMol25 entry of this formula, charge and spin): 96.9 kcal per mole
2S+1: 1
gap between HOMO and LUMO (alpha / beta): 0.1757 / 0.1915 Ha
HOMO (alpha / beta): -0.253 / -0.263 Eh

Structure (XYZ):
```
12
C2H8SSi | the Open Molecules 2025 dataset | ωB97M-V/def2-TZVPD
C -1.8585 0.9834 0.5999
C 0.6981 0.2860 -1.1482
Si -0.6641 -0.3947 -0.0164
S 2.3423 -1.8793 1.4064
H -1.9322 1.0681 1.6115
H -1.2318 1.8331 0.5176
H -2.9068 1.0127 0.1880
H 1.5672 0.0335 -0.5546
H 0.9681 -0.2520 -2.1646
H 0.6153 1.4125 -1.3659
H -0.5317 -1.7590 0.6398
H 2.9341 -2.3443 0.2864
```

=====

4.
This record from the Open Molecules 2025 dataset describes a 2-piece molecular cluster, C2H8SSi overall. The level of theory is ωB97M-V/def2-TZVPD.

Values from the calculation:
E_LUMO (alpha / beta): 0.0292 / -0.0440 Eh
relative energy (zero: lowest compared OMol25 entry of this formula, charge and spin): 0.0 kcal per mole
2S+1: 3
gap between HOMO and LUMO (alpha / beta): 0.2546 / 0.3009 Ha
HOMO (alpha / beta): -0.225 / -0.345 Eh

Structure (XYZ):
```
12
C2H8SSi | the Open Molecules 2025 dataset | ωB97M-V/def2-TZVPD
C -0.3036 1.8607 0.1876
C -0.8232 -1.5285 -0.4676
Si 0.1835 -0.0111 -0.1164
S 2.0938 0.0377 -1.1657
H -0.0664 2.0151 1.2559
H 0.3352 2.4921 -0.5176
H -1.4315 2.0514 -0.0928
H -1.3849 -1.6941 0.4691
H -1.5791 -1.5425 -1.1981
H -0.1172 -2.3546 -0.5048
H 0.7060 -0.3690 2.5490
H 2.3873 -0.9573 -0.3986
```

=====

5.
This record from the Open Molecules 2025 dataset describes a 2-piece molecular cluster, C2H9BN2O2 overall. The level of theory is ωB97M-V/def2-TZVPD.

Values from the calculation:
E_LUMO: 0.0078 Eh
relative energy (zero: lowest compared OMol25 entry of this formula, charge and spin): 58.7 kcal per mole
2S+1: 1
gap between HOMO and LUMO: 0.2789 Ha
HOMO: -0.271 Eh

Structure (XYZ):
```
16
C2H9BN2O2 | the Open Molecules 2025 dataset | ωB97M-V/def2-TZVPD
B 2.2071 -0.3050 0.0020
C -1.4294 -0.8883 0.2902
C 0.0703 0.9220 0.1497
N -2.0905 1.0003 -0.9491
N -1.0057 0.2280 -0.4772
O 2.8139 -0.2480 1.2383
O 2.8441 -0.4476 -1.1380
H -1.7550 -0.4770 1.3134
H -2.2777 -1.3843 -0.1991
H -0.5393 -1.4444 0.2979
H 0.1710 0.9491 1.1867
H 0.3707 1.8103 -0.3962
H -2.4275 0.4806 -1.7081
H -2.8296 1.0576 -0.1729
H 2.0693 -0.5768 1.7527
H 3.8083 -0.6765 -1.1903
```

=====

6.
This record from the Open Molecules 2025 dataset describes C2H9Br2CoN4O3 as an isolated structure. The level of theory is ωB97M-V/def2-TZVPD.

Values from the calculation:
E_LUMO (alpha / beta): 0.1089 / 0.1089 Eh
relative energy (zero: lowest compared OMol25 entry of this formula, charge and spin): 55.9 kcal per mole
charge: -1
2S+1: 4
gap between HOMO and LUMO (alpha / beta): 0.2652 / 0.2580 Ha
HOMO (alpha / beta): -0.156 / -0.149 Eh

Structure (XYZ):
```
21
C2H9Br2CoN4O3 | the Open Molecules 2025 dataset | ωB97M-V/def2-TZVPD
Co 0.0413 -0.0129 0.5544
Br -0.6040 -2.4267 0.2113
Br 1.0120 0.9898 2.6413
O -0.0464 1.3913 -0.7637
H 0.2874 2.2863 -0.9689
C 3.2281 -0.7917 -0.6149
O 2.1259 -0.5552 -0.1025
N 3.5600 -1.8426 -1.2807
N 4.1569 0.0547 -0.5735
H 4.4700 -2.0071 -1.6868
H 2.7341 -2.4091 -1.4115
H 5.0577 0.0772 -1.0296
H 3.7443 0.8218 -0.0622
C -3.2182 0.5628 0.7656
O -2.0647 0.5094 1.1825
N -3.9672 -0.5151 0.7537
N -3.8315 1.6358 0.3731
H -3.5531 -1.4205 0.9236
H -4.9706 -0.4091 0.7084
H -3.4209 2.5571 0.4254
H -4.7414 1.5037 -0.0448
```

=====

7.
This record from the Open Molecules 2025 dataset describes a 3-piece molecular cluster, C2H9Cl2N2Si overall. The level of theory is ωB97M-V/def2-TZVPD.

Values from the calculation:
E_LUMO: -0.1564 Eh
relative energy (zero: lowest compared OMol25 entry of this formula, charge and spin): 105.2 kcal per mole
charge: +1
2S+1: 1
gap between HOMO and LUMO: 0.3560 Ha
HOMO: -0.512 Eh

Structure (XYZ):
```
16
C2H9Cl2N2Si | the Open Molecules 2025 dataset | ωB97M-V/def2-TZVPD
C -1.2547 1.8388 -0.0519
C 0.4646 0.1108 -0.1400
N -0.8735 -2.0218 0.3531
N -0.0891 1.1302 0.4977
Si -2.0318 -2.1936 -0.8073
Cl 2.4412 -2.7641 -2.5858
Cl -2.2606 -0.5788 -1.9665
H -2.0617 2.0473 0.6837
H -1.0042 2.7528 -0.7504
H -1.6436 1.1067 -0.8191
H 1.4335 -0.2852 0.3481
H 0.2222 -0.0864 -1.3088
H -0.5899 -2.8877 0.8168
H 3.3980 -2.1851 -3.0244
H 0.1925 1.3900 1.4621
H -2.7052 -3.3182 -1.3805
```

=====

8.
This record from the Open Molecules 2025 dataset describes an isolated ion of composition C2H9Cl2N2Si and charge +1. The level of theory is ωB97M-V/def2-TZVPD.

Values from the calculation:
E_LUMO: -0.1230 Eh
relative energy (zero: lowest compared OMol25 entry of this formula, charge and spin): 26.2 kcal per mole
charge: +1
2S+1: 1
SMILES: C[NH2+]CN[SiH](Cl)Cl
gap between HOMO and LUMO: 0.4100 Ha
HOMO: -0.533 Eh

Structure (XYZ):
```
16
C2H9Cl2N2Si | the Open Molecules 2025 dataset | ωB97M-V/def2-TZVPD
C 1.0179 -2.0415 0.4686
N 0.2432 -0.7831 0.4595
C -0.1416 -0.3626 -0.9999
N -0.8810 0.9494 -0.8675
Si -0.6462 2.4001 0.0826
Cl 0.3066 1.8663 1.8165
Cl 0.3469 3.8295 -0.7743
H 2.1284 -1.7320 0.3156
H 0.8519 -2.6054 1.4145
H 0.6290 -2.6757 -0.3447
H 0.7035 0.0463 0.8959
H -0.7325 -0.7144 0.9757
H -0.8887 -1.2041 -1.3931
H 0.7329 -0.2765 -1.5401
H -1.7800 0.6598 -1.1991
H -1.8904 2.6439 0.6898
```

=====

9.
This record from the Open Molecules 2025 dataset describes a 2-piece molecular cluster, C2H9ClSi2 overall. The level of theory is ωB97M-V/def2-TZVPD.

Values from the calculation:
E_LUMO (alpha / beta): -0.0340 / -0.0234 Eh
relative energy (zero: lowest compared OMol25 entry of this formula, charge and spin): 71.5 kcal per mole
2S+1: 1
gap between HOMO and LUMO (alpha / beta): 0.2418 / 0.2660 Ha
HOMO (alpha / beta): -0.276 / -0.289 Eh

Structure (XYZ):
```
14
C2H9ClSi2 | the Open Molecules 2025 dataset | ωB97M-V/def2-TZVPD
C -2.9089 -0.3340 0.0400
C -1.6575 0.4270 -0.3993
Si 4.2208 0.6343 0.0285
Si -0.0747 -0.2164 0.4601
Cl 0.4866 -1.9566 -0.4941
H -3.0334 -0.2890 1.1198
H -3.7976 0.0974 -0.4219
H -2.8495 -1.3811 -0.2548
H -1.7964 1.4867 -0.1921
H -1.5469 0.3322 -1.4803
H 3.9824 1.3934 -1.1808
H 5.1469 1.2260 0.9724
H 4.1908 -0.8082 -0.0404
H -0.3624 -0.6116 1.8428
```

=====

10.
This record from the Open Molecules 2025 dataset describes a 2-piece molecular cluster, C2H9N2 overall. The level of theory is ωB97M-V/def2-TZVPD.

Values from the calculation:
E_LUMO: -0.1457 Eh
relative energy (zero: lowest compared OMol25 entry of this formula, charge and spin): 3.2 kcal per mole
charge: +1
2S+1: 1
gap between HOMO and LUMO: 0.4605 Ha
HOMO: -0.606 Eh

Structure (XYZ):
```
13
C2H9N2 | the Open Molecules 2025 dataset | ωB97M-V/def2-TZVPD
C 2.0290 -0.9592 -0.7472
H 2.4306 -0.2619 -1.4732
H 2.8459 -1.5787 -0.4021
H 1.2215 -1.5370 -1.1966
H 1.6120 -0.3911 0.1005
N -0.9996 1.7114 0.5840
C -1.5751 0.5497 0.7800
N -1.3501 -0.5154 0.0686
H -0.3057 1.9078 -0.1215
H -1.2486 2.4494 1.2232
H -2.2199 0.4668 1.6416
H -1.8954 -1.3637 0.0867
H -0.5446 -0.4782 -0.5439
```